{"formula": "C6H13CuO3", "method": "ωB97M-V/def2-TZVPD", "species": ["C", "C", "C", "C", "O", "Cu", "H", "H", "H", "H", "H", "H", "H", "O", "C", "C", "O", "H", "H", "H", "H", "H", "H"], "positions_angstrom": [[-0.15, -2.44, -0.10], [1.11, -2.01, -0.16], [1.53, -0.64, -0.61], [2.31, 0.13, 0.46], [2.44, 1.46, 0.27], [0.96, 2.44, -1.01], [-0.99, -1.79, -0.38], [1.92, -2.67, 0.19], [-0.38, -3.46, 0.20], [0.63, -0.07, -0.89], [2.18, -0.73, -1.49], [3.28, -0.34, 0.71], [1.75, 0.09, 1.44], [-0.30, 2.06, 0.67], [-1.33, 1.10, 0.80], [-2.03, 0.94, -0.54], [-2.95, -0.11, -0.40], [0.25, 2.08, 1.51], [-2.05, 1.41, 1.57], [-0.90, 0.13, 1.10], [-1.29, 0.71, -1.33], [-2.54, 1.89, -0.80], [-3.47, -0.20, -1.20]], "lumo_ha": [-0.183, -0.239], "homo_energy_ev": [-13.235, -13.212], "e_above_lowest_kcal_mol": 0.00, "total_charge": 1, "fmax_ha_per_bohr": 0.0403, "spin_multiplicity": 2, "homo_lumo_gap_ev": [8.25, 6.70]}



{"formula": "C16H24NO2", "method": "ωB97M-V/def2-TZVPD", "species": ["C", "C", "O", "C", "C", "C", "N", "C", "C", "O", "H", "H", "H", "H", "H", "H", "H", "H", "H", "H", "H", "H", "H", "C", "C", "C", "C", "C", "C", "C", "C", "C", "H", "H", "H", "H", "H", "H", "H", "H", "H", "H", "H"], "positions_angstrom": [[-0.12, 2.82, -4.76], [-0.87, 2.33, -3.55], [0.02, 2.20, -2.43], [-0.69, 1.95, -1.29], [0.13, 1.81, -0.09], [-0.52, 1.74, 1.11], [0.06, 1.57, 2.31], [-0.71, 1.65, 3.54], [1.49, 1.40, 2.46], [-1.91, 1.83, -1.31], [-0.83, 2.87, -5.59], [0.28, 3.83, -4.60], [0.69, 2.14, -5.05], [-1.67, 3.05, -3.32], [-1.34, 1.36, -3.77], [1.21, 1.82, -0.20], [-1.61, 1.84, 1.15], [-1.76, 1.81, 3.28], [-0.60, 0.72, 4.11], [-0.35, 2.47, 4.17], [1.90, 0.84, 1.61], [2.02, 2.37, 2.53], [1.66, 0.85, 3.39], [0.16, -1.45, -1.95], [-0.54, -1.76, -0.68], [-2.00, -1.53, -0.62], [0.19, -2.32, 0.38], [-0.42, -2.67, 1.64], [0.34, -3.11, 2.71], [1.73, -3.27, 2.58], [2.34, -3.02, 1.34], [1.60, -2.57, 0.27], [1.01, -0.77, -1.78], [0.57, -2.35, -2.43], [-0.51, -0.96, -2.67], [-2.36, -1.38, 0.40], [-2.26, -0.64, -1.19], [-2.56, -2.38, -1.05], [-1.50, -2.57, 1.74], [-0.15, -3.33, 3.66], [2.33, -3.60, 3.43], [3.42, -3.18, 1.22], [2.08, -2.38, -0.69]], "lumo_ha": -0.212, "homo_energy_ev": -10.913, "e_above_lowest_kcal_mol": 41.59, "total_charge": 1, "fmax_ha_per_bohr": 0.0255, "homo_lumo_gap_ev": 5.14}



{"formula": "C59H46CuIN6O6", "method": "ωB97M-V/def2-TZVPD", "species": ["Cu", "C", "O", "C", "C", "C", "C", "C", "C", "C", "C", "C", "C", "C", "N", "C", "C", "C", "C", "C", "C", "C", "C", "C", "C", "O", "C", "C", "C", "C", "N", "C", "C", "C", "C", "C", "C", "O", "C", "C", "C", "C", "C", "C", "C", "N", "C", "C", "N", "C", "C", "C", "C", "O", "C", "C", "C", "H", "H", "H", "H", "H", "H", "H", "H", "H", "H", "H", "H", "H", "H", "H", "H", "H", "H", "H", "H", "H", "H", "H", "H", "H", "H", "H", "H", "H", "H", "H", "H", "H", "H", "H", "H", "C", "N", "C", "C", "N", "C", "H", "H", "H", "H", "H", "H", "I", "C", "C", "C", "C", "C", "C", "C", "O", "O", "H", "H", "H", "H"], "positions_angstrom": [[-0.16, 0.03, 0.09], [-4.23, -2.10, -8.61], [-2.88, -1.81, -8.28], [-2.60, -1.58, -6.96], [-3.54, -1.64, -5.94], [-3.14, -1.38, -4.63], [-1.82, -1.08, -4.32], [-0.89, -1.04, -5.36], [-1.27, -1.28, -6.67], [-1.40, -0.81, -2.92], [-0.48, -1.70, -2.35], [-0.03, -2.92, -2.92], [0.84, -3.48, -2.03], [0.93, -2.58, -0.93], [0.11, -1.53, -1.12], [1.69, -2.81, 0.27], [1.95, -1.93, 1.26], [2.49, -2.30, 2.56], [2.58, -1.24, 3.36], [2.19, -0.01, 2.60], [1.27, 0.91, 3.34], [1.73, 1.27, 4.72], [2.50, 2.42, 4.94], [2.95, 2.76, 6.20], [2.65, 1.95, 7.29], [3.13, 2.36, 8.50], [2.82, 1.57, 9.62], [1.89, 0.80, 7.10], [1.44, 0.48, 5.82], [0.18, 1.52, 2.82], [-0.39, 1.42, 1.55], [-1.45, 2.29, 1.52], [-2.31, 2.54, 0.48], [-3.32, 3.63, 0.63], [-4.69, 3.34, 0.61], [-5.65, 4.33, 0.78], [-5.25, 5.65, 0.96], [-6.26, 6.56, 1.12], [-5.87, 7.90, 1.36], [-3.90, 5.97, 0.96], [-2.96, 4.96, 0.79], [-2.32, 1.82, -0.76], [-3.06, 2.20, -1.93], [-2.81, 1.27, -2.89], [-1.92, 0.31, -2.30], [-1.65, 0.68, -1.00], [-1.58, 2.95, 2.83], [-0.61, 2.48, 3.61], [1.66, -0.53, 1.28], [2.21, -4.21, 0.45], [3.45, -4.57, -0.08], [3.94, -5.85, 0.06], [3.19, -6.81, 0.74], [3.76, -8.05, 0.83], [3.03, -9.04, 1.53], [1.95, -6.48, 1.26], [1.47, -5.18, 1.10], [-4.25, -2.23, -9.69], [-4.89, -1.28, -8.33], [-4.57, -3.02, -8.13], [-4.58, -1.87, -6.14], [-3.87, -1.42, -3.83], [0.14, -0.80, -5.13], [-0.56, -1.24, -7.48], [-0.34, -3.31, -3.88], [1.39, -4.40, -2.14], [2.72, -3.32, 2.83], [2.93, -1.22, 4.38], [2.74, 3.06, 4.10], [3.54, 3.66, 6.36], [3.28, 2.05, 10.48], [3.23, 0.55, 9.52], [1.74, 1.50, 9.78], [1.63, 0.16, 7.93], [0.85, -0.42, 5.69], [-5.01, 2.31, 0.47], [-6.70, 4.10, 0.77], [-6.79, 8.46, 1.52], [-5.33, 8.32, 0.51], [-5.24, 7.99, 2.25], [-3.56, 6.99, 1.08], [-1.90, 5.21, 0.78], [-3.67, 3.09, -2.01], [-3.17, 1.25, -3.90], [-2.35, 3.67, 3.08], [-0.42, 2.73, 4.64], [4.03, -3.82, -0.61], [4.90, -6.13, -0.35], [3.64, -9.94, 1.52], [2.07, -9.25, 1.05], [2.85, -8.74, 2.57], [1.35, -7.21, 1.78], [0.49, -4.92, 1.49], [-0.88, -3.78, 4.31], [-1.29, -3.12, 3.09], [-2.01, -3.68, 2.06], [-2.08, -2.71, 1.10], [-1.42, -1.58, 1.52], [-0.96, -1.87, 2.71], [-1.55, -4.61, 4.53], [-0.91, -3.08, 5.14], [0.14, -4.17, 4.23], [-2.39, -4.69, 2.10], [-2.54, -2.76, 0.12], [-0.38, -1.20, 3.33], [5.81, 0.08, 3.57], [4.69, 0.04, 1.79], [3.38, 0.73, 1.85], [2.56, 0.49, 0.56], [3.24, 0.04, -0.67], [4.46, -0.49, -0.59], [5.17, -0.56, 0.71], [2.48, 0.31, -1.97], [3.04, 0.01, -3.04], [1.36, 0.85, -1.77], [3.48, 1.77, 2.17], [1.94, 1.35, 0.32], [4.97, -0.81, -1.49], [6.14, -1.05, 0.74]], "lumo_ha": [0.070, 0.069], "homo_energy_ev": [-3.471, -3.505], "e_above_lowest_kcal_mol": 25.60, "total_charge": -1, "fmax_ha_per_bohr": 0.0133, "spin_multiplicity": 2, "homo_lumo_gap_ev": [5.37, 5.39]}



{"formula": "I2Y", "method": "ωB97M-V/def2-TZVPD", "species": ["Y", "I", "I"], "positions_angstrom": [[0.75, -0.96, 0.23], [1.02, 1.22, -1.57], [-1.76, -0.26, 1.34]], "lumo_ha": -0.237, "homo_energy_ev": -13.445, "e_above_lowest_kcal_mol": 0.00, "total_charge": 1, "fmax_ha_per_bohr": 0.0432, "homo_lumo_gap_ev": 6.99}



{"formula": "C11H17CeCl2F3O5S", "method": "ωB97M-V/def2-TZVPD", "species": ["C", "C", "C", "C", "C", "C", "C", "C", "C", "C", "Ce", "Cl", "Cl", "O", "H", "H", "H", "H", "H", "H", "H", "H", "H", "H", "H", "H", "H", "H", "H", "H", "O", "H", "F", "C", "F", "F", "S", "O", "O", "O"], "positions_angstrom": [[-2.09, 0.25, -0.57], [-1.80, -1.07, -1.05], [-0.77, -0.96, -2.03], [-2.45, -2.32, -0.62], [-0.47, 0.42, -2.20], [-1.27, 1.17, -1.29], [-1.24, 2.63, -1.12], [-3.05, 0.60, 0.48], [-0.10, -2.07, -2.74], [0.49, 0.99, -3.17], [0.98, -0.69, 1.09], [0.92, -3.19, 0.23], [-1.14, -1.25, 2.68], [2.12, -0.21, -0.67], [-3.05, -2.14, 0.28], [-1.71, -3.10, -0.42], [-3.12, -2.67, -1.41], [0.05, -2.92, -2.06], [0.88, -1.74, -3.09], [-0.68, -2.41, -3.61], [1.41, 0.38, -3.19], [0.77, 2.02, -2.90], [0.04, 1.01, -4.18], [-0.26, 3.04, -1.39], [-1.48, 2.91, -0.08], [-2.00, 3.09, -1.78], [-3.06, -0.17, 1.26], [-4.06, 0.70, 0.05], [-2.79, 1.57, 0.93], [2.66, 0.61, -0.59], [0.37, 1.38, 1.32], [0.26, 1.81, 2.17], [3.64, 1.12, 5.37], [2.81, 0.72, 4.40], [1.90, -0.17, 4.90], [2.13, 1.81, 3.95], [3.73, -0.13, 2.99], [4.00, 0.89, 1.98], [4.82, -0.87, 3.58], [2.62, -1.06, 2.55]], "lumo_ha": 0.172, "homo_energy_ev": 0.146, "e_above_lowest_kcal_mol": 13.77, "total_charge": -2, "fmax_ha_per_bohr": 0.0861, "homo_lumo_gap_ev": 4.54}



{"formula": "C4H8O2", "method": "ωB97M-V/def2-TZVPD", "species": ["C", "C", "O", "C", "C", "O", "H", "H", "H", "H", "H", "H", "H", "H"], "positions_angstrom": [[-2.00, -0.54, -0.39], [-0.58, -0.15, -0.75], [-0.17, 0.84, 0.17], [1.22, 0.97, 0.28], [1.81, -0.17, 1.10], [2.99, -0.33, 1.28], [-2.66, 0.32, -0.46], [-2.02, -0.91, 0.64], [-2.37, -1.33, -1.06], [0.09, -1.02, -0.70], [-0.52, 0.25, -1.78], [1.43, 1.90, 0.81], [1.73, 1.02, -0.70], [1.05, -0.84, 1.56]], "lumo_ha": 0.036, "homo_energy_ev": -9.737, "e_above_lowest_kcal_mol": 36.32, "smiles": "CCOCC=O", "total_charge": 0, "fmax_ha_per_bohr": 0.0092, "homo_lumo_gap_ev": 10.73}



{"formula": "C4H6O2", "method": "ωB97M-V/def2-TZVPD", "species": ["C", "C", "C", "O", "C", "O", "H", "H", "H", "H", "H", "H"], "positions_angstrom": [[1.04, -0.54, -0.56], [0.06, 0.57, -0.19], [-1.28, -0.02, -0.58], [-2.05, 0.48, -1.35], [0.04, 0.57, 1.32], [0.53, -0.36, 1.93], [1.45, -0.32, -1.58], [1.42, -0.74, 0.58], [0.55, -1.51, -0.66], [0.18, 1.56, -0.64], [-1.42, -1.02, -0.12], [-0.51, 1.34, 1.86]], "lumo_ha": 0.007, "homo_energy_ev": -10.145, "e_above_lowest_kcal_mol": 54.82, "smiles": "CC(C=O)C=O", "total_charge": 0, "fmax_ha_per_bohr": 0.0706, "homo_lumo_gap_ev": 10.32}



{"formula": "C4H7N3", "method": "ωB97M-V/def2-TZVPD", "species": ["H", "N", "C", "C", "N", "C", "N", "C", "H", "H", "H", "H", "H", "H"], "positions_angstrom": [[-3.23, -1.38, -0.77], [-2.45, -0.74, -0.89], [-2.04, -0.34, 0.25], [-0.96, 0.68, 0.41], [-0.72, 1.59, -0.79], [0.18, 0.76, -0.47], [1.41, 0.31, -0.74], [2.18, -0.39, 0.27], [-2.48, -0.67, 1.20], [-0.89, 1.13, 1.40], [1.92, 0.80, -1.46], [1.47, -0.83, 0.97], [2.77, -1.20, -0.19], [2.85, 0.28, 0.83]], "lumo_ha": 0.031, "homo_energy_ev": -9.149, "e_above_lowest_kcal_mol": 50.70, "smiles": "[H]/N=C/[C@@H]1N=C1NC", "total_charge": 0, "fmax_ha_per_bohr": 0.0130, "homo_lumo_gap_ev": 10.00}



no.,molecular weight (g mol⁻¹),E (eV)
1,196.71,-57204.4432
2,262.37,-22559.1032
3,1125.50,-135895.8893
4,342.71,-17238.5636
5,529.34,-78887.3748
6,88.11,-8371.7069
7,86.09,-8338.0838
8,97.12,-8729.4808